<w>
The following is a DFT calculation (ωB97M-V with the def2-TZVPD basis set) of a molecular structure, C6H6N2O.

Results
* HOMO: -9.30 eV
* frontier orbital gap: 9.6 eV

Each line ends with the Mulliken charge.
Geometry (Å):
C  -0.684  1.427  1.164  -0.090
C  0.116  0.269  0.569  1.088
C  -0.284  -1.023  0.901  -0.803
C  -0.806  0.234  -1.595  -0.225
C  0.627  0.236  -0.916  -0.305
C  1.539  0.708  0.279  -0.396
H  0.341  -2.040  1.074  0.200
H  -0.993  -1.350  1.620  0.348
H  -1.053  1.035  -2.363  0.350
H  0.994  -0.875  -0.932  0.327
H  2.358  -0.089  0.207  0.287
H  1.911  1.956  -0.106  0.289
N  -1.444  1.846  2.059  -0.492
N  -1.536  -0.711  -1.436  -0.263
O  -1.086  -1.624  -0.524  -0.315

---

<x>
The following is a DFT calculation (ωB97M-V with the def2-TZVPD basis set) of a single C6H6N2O molecule.

Results
* HOMO: -8.57 eV
* frontier orbital gap: 8.7 eV
* SMILES: C=C1/C=C\O/C=N\N=C/1

Each line ends with the Mulliken charge.
Geometry (Å):
C  2.311  -0.026  0.630  -0.929
C  1.136  -0.018  -0.132  0.389
C  0.273  1.251  -0.444  -0.675
C  -1.094  1.386  -0.269  0.233
C  -2.142  -0.534  0.540  0.070
C  0.696  -1.349  -0.758  -0.049
H  2.272  1.057  1.118  0.188
H  2.944  -0.770  0.817  0.464
H  1.026  2.107  -0.535  0.329
H  -1.853  2.450  -0.034  0.200
H  -3.322  -0.662  1.075  0.296
H  1.538  -1.980  -1.436  0.297
N  -1.450  -1.582  0.339  -0.309
N  -0.402  -1.841  -0.502  -0.256
O  -1.935  0.511  -0.410  -0.249

---

Tell me which of them is the most stable. Sure, it is <x>.

---

<w>
The following is a DFT calculation (ωB97M-V with the def2-TZVPD basis set) of a molecular structure, C35H27AgN5.

Results
* HOMO: -3.85 eV
* frontier orbital gap: 6.6 eV
* net charge: -1

Each line ends with the Mulliken charge.
Geometry (Å):
Ag  -0.893  -0.309  0.238  -0.749
C  1.170  4.267  0.417  -0.530
C  0.609  3.182  1.125  -0.336
N  -0.496  2.585  0.772  -0.394
C  -1.147  3.005  -0.342  -0.601
C  -0.688  4.108  -1.102  1.883
C  0.513  4.729  -0.684  -0.749
C  -1.413  4.547  -2.235  -1.152
C  -2.551  3.878  -2.588  -0.736
C  -3.004  2.761  -1.866  -0.337
C  -2.327  2.274  -0.756  0.493
N  -2.634  1.111  -0.102  -0.107
C  -3.898  0.714  0.118  0.019
C  -5.042  1.522  0.080  -0.430
C  -6.313  1.032  0.399  -0.816
C  -6.526  -0.272  0.760  -0.984
C  -5.412  -1.140  0.827  1.581
C  -5.537  -2.498  1.201  -0.608
C  -4.435  -3.299  1.260  -0.808
C  -3.184  -2.738  0.943  -0.205
N  -3.032  -1.486  0.589  -0.021
C  -4.113  -0.671  0.518  -0.496
H  2.099  4.710  0.752  0.397
H  1.109  2.794  2.008  0.405
H  0.899  5.564  -1.259  0.376
H  -1.053  5.396  -2.804  0.362
H  -3.114  4.195  -3.460  0.363
H  -3.880  2.230  -2.213  0.596
H  -4.935  2.566  -0.177  0.496
H  -7.153  1.718  0.358  0.352
H  -7.514  -0.647  0.998  0.331
H  -6.522  -2.884  1.439  0.378
H  -4.500  -4.341  1.541  0.390
H  -2.290  -3.351  0.986  0.425
C  6.174  -0.334  2.083  -0.397
C  5.585  0.478  1.122  -0.750
C  4.225  0.399  0.864  0.072
C  3.412  -0.503  1.559  0.641
C  4.019  -1.292  2.541  -0.298
C  5.379  -1.219  2.798  -0.645
C  1.949  -0.642  1.351  -1.275
C  1.216  -0.472  0.232  -0.594
C  1.873  -0.161  -1.057  0.685
C  1.636  1.065  -1.690  0.841
C  2.253  1.382  -2.889  -0.776
C  3.099  0.470  -3.511  -0.484
C  3.313  -0.764  -2.914  -0.820
C  2.712  -1.075  -1.702  -0.007
H  7.237  -0.269  2.279  0.363
H  6.190  1.185  0.568  0.393
H  3.786  1.049  0.120  0.414
H  3.401  -1.979  3.110  0.386
H  5.819  -1.851  3.560  0.358
H  1.429  -0.934  2.264  0.557
H  0.958  1.771  -1.225  0.165
H  2.061  2.345  -3.348  0.431
H  3.570  0.713  -4.455  0.372
H  3.958  -1.492  -3.391  0.378
H  2.902  -2.038  -1.242  0.453
N  1.140  -3.632  0.760  0.157
C  1.757  -4.769  1.209  -0.179
C  1.109  -5.801  0.590  -0.690
N  0.107  -5.322  -0.220  -0.769
C  0.168  -4.017  -0.096  -0.245
H  1.340  -2.660  0.990  0.117
H  2.579  -4.741  1.902  0.397
H  1.301  -6.857  0.685  0.377
H  -0.449  -3.285  -0.592  0.586

---

<x>
The following is a DFT calculation (ωB97M-V with the def2-TZVPD basis set) of a molecular structure, C35H27AgN5.

Results
* HOMO: -3.22 eV
* frontier orbital gap: 5.8 eV
* net charge: -1

Each line ends with the Mulliken charge.
Geometry (Å):
Ag  -1.218  0.791  0.316  -0.166
C  -2.747  -3.021  1.919  -0.940
C  -2.716  -1.646  1.640  -0.025
N  -1.695  -0.872  1.918  0.351
C  -0.588  -1.401  2.503  0.247
C  -0.575  -2.759  2.918  1.080
C  -1.680  -3.564  2.570  -0.706
C  0.509  -3.277  3.668  -0.972
C  1.524  -2.432  3.998  -0.842
C  1.570  -1.099  3.549  -1.143
C  0.595  -0.542  2.702  0.278
N  0.595  0.641  2.046  0.468
C  1.628  1.501  1.878  1.118
C  2.902  1.506  2.471  -1.102
C  3.939  2.364  2.054  -0.982
C  3.772  3.285  1.065  -1.089
C  2.484  3.422  0.490  1.251
C  2.218  4.389  -0.500  -0.760
C  0.954  4.542  -0.992  -0.799
C  -0.058  3.721  -0.474  -0.508
N  0.160  2.793  0.424  0.266
C  1.411  2.594  0.910  -0.168
H  -3.601  -3.616  1.622  0.422
H  -3.567  -1.167  1.164  0.238
H  -1.661  -4.616  2.835  0.368
H  0.502  -4.314  3.983  0.335
H  2.339  -2.793  4.616  0.346
H  2.403  -0.519  3.876  0.516
H  3.137  0.834  3.266  0.215
H  4.905  2.272  2.538  0.374
H  4.584  3.920  0.732  0.341
H  3.035  5.007  -0.857  0.370
H  0.724  5.272  -1.757  0.397
H  -1.086  3.823  -0.815  0.415
C  3.626  -1.628  -4.629  -0.369
C  2.259  -1.781  -4.828  -0.824
C  1.343  -1.292  -3.906  0.092
C  1.767  -0.631  -2.744  0.613
C  3.150  -0.483  -2.567  -0.513
C  4.066  -0.971  -3.487  -0.660
C  0.872  -0.068  -1.697  0.584
C  -0.453  -0.164  -1.526  -1.677
C  -1.349  -0.947  -2.372  -0.019
C  -2.134  -0.361  -3.378  0.102
C  -3.014  -1.116  -4.141  -0.521
C  -3.164  -2.482  -3.917  -0.409
C  -2.408  -3.075  -2.910  -0.744
C  -1.518  -2.325  -2.153  0.459
H  4.334  -2.013  -5.353  0.357
H  1.897  -2.289  -5.715  0.376
H  0.285  -1.425  -4.092  0.278
H  3.501  0.030  -1.676  0.472
H  5.127  -0.839  -3.310  0.359
H  1.436  0.501  -0.957  -0.048
H  -2.038  0.706  -3.551  0.414
H  -3.598  -0.632  -4.916  0.355
H  -3.861  -3.066  -4.506  0.366
H  -2.511  -4.138  -2.715  0.370
H  -0.934  -2.797  -1.369  0.463
N  -4.266  1.648  3.110  0.026
C  -3.170  2.342  3.581  -0.741
C  -2.433  2.641  2.479  -0.012
N  -3.046  2.140  1.343  -0.263
C  -4.135  1.550  1.765  -0.551
H  -4.982  1.221  3.667  0.197
H  -3.008  2.524  4.629  0.411
H  -1.476  3.135  2.417  0.349
H  -4.861  1.046  1.143  0.515

---

Tell me which of them is the most stable. Sure, it is <w>.

---

<w>
The following is a DFT calculation (ωB97M-V with the def2-TZVPD basis set) of a single C4H4ClN molecule.

Results
* HOMO: -10.17 eV
* frontier orbital gap: 10.9 eV
* SMILES: N#CC/C=C/Cl

Each line ends with the Mulliken charge.
Geometry (Å):
C  -1.481  0.100  -0.454  -0.146
C  -0.515  -0.072  0.376  -0.312
C  0.876  0.463  0.154  -0.355
C  1.841  -0.518  -0.037  0.263
H  -1.585  0.753  -1.218  0.437
H  -0.974  -0.715  1.247  0.235
H  0.880  1.034  -0.811  0.211
H  1.218  1.087  0.944  0.278
N  2.642  -1.360  -0.204  -0.396
Cl  -2.904  -0.772  0.003  -0.213

---

<x>
The following is a DFT calculation (ωB97M-V with the def2-TZVPD basis set) of 2 unconnected molecules or ions with the total composition C4H4ClN.

Results
* HOMO: -8.95 eV
* frontier orbital gap: 9.7 eV
* SMILES: C#CCl.C=C=N

Each line ends with the Mulliken charge.
Geometry (Å):
C  -0.984  -0.431  0.009  0.754
C  0.822  1.656  -0.177  -0.137
C  1.533  0.678  -0.137  -0.019
C  -0.196  -1.467  -0.053  -1.219
N  -1.886  0.423  0.071  -0.565
Cl  2.716  -0.408  -0.115  -0.154
H  -0.039  2.333  -0.054  0.308
H  -1.892  1.253  0.833  0.298
H  0.290  -1.690  -0.901  0.451
H  -0.364  -2.348  0.524  0.283

---

Tell me which of them is the most stable. Sure, it is <w>.

---

<w>
The following is a DFT calculation (ωB97M-V with the def2-TZVPD basis set) of 2 unconnected molecules or ions with the total composition C6H13ClNOP.

Results
* HOMO: -7.32 eV
* frontier orbital gap: 5.0 eV

Each line ends with the Mulliken charge.
Geometry (Å):
C  1.505  -0.627  0.279  0.337
C  0.252  -1.193  0.251  -0.486
C  2.438  2.708  0.028  -1.051
C  -2.683  -2.016  0.623  -0.798
C  -3.383  0.020  -0.613  -1.028
C  2.749  1.261  -0.268  -0.339
N  -2.330  -0.750  -0.058  0.174
O  1.446  0.699  -0.086  -0.228
P  -0.879  -0.012  -0.443  0.258
Cl  4.446  -1.770  0.099  -0.733
H  2.462  -1.022  0.290  -0.036
H  -0.084  -2.215  0.507  0.245
H  1.938  2.821  1.109  0.245
H  3.344  3.383  -0.010  0.369
H  1.573  3.040  -0.670  0.248
H  -1.885  -2.633  0.258  0.269
H  -2.621  -1.892  1.632  0.369
H  -3.742  -2.484  0.371  0.356
H  -4.289  -0.253  -0.061  0.439
H  -3.268  1.203  -0.610  0.297
H  -3.415  -0.208  -1.734  0.296
H  3.417  0.815  0.365  0.498
H  3.009  1.127  -1.259  0.297

---

<x>
The following is a DFT calculation (ωB97M-V with the def2-TZVPD basis set) of a single C6H13ClNOP molecule.

Results
* HOMO (alpha / beta): -7.55 / -7.99 eV
* frontier orbital gap (alpha / beta): 6.4 / 8.5 eV

Each line ends with the Mulliken charge.
Geometry (Å):
C  -0.116  0.363  -1.793  0.170
C  -1.071  0.246  -0.576  -1.264
C  1.180  0.796  -1.373  -0.560
C  2.546  0.188  -1.609  -1.121
C  -1.529  -1.977  0.435  -0.906
C  -0.338  1.107  2.559  -0.519
N  -0.872  -0.677  0.473  0.249
O  0.442  -1.542  2.459  -0.642
P  0.344  -0.356  1.573  0.331
Cl  -0.065  2.710  1.776  -0.194
H  -0.306  -0.480  -2.483  0.280
H  -0.535  1.304  -2.295  0.267
H  -0.957  1.194  -0.169  0.406
H  -2.025  0.223  -1.025  0.490
H  0.994  1.605  -0.667  0.342
H  3.236  0.950  -1.293  0.343
H  2.706  -0.073  -2.655  0.326
H  2.754  -0.574  -0.958  0.302
H  -2.330  -2.103  -0.299  0.354
H  -0.916  -2.833  0.325  0.331
H  -2.045  -2.133  1.430  0.287
H  -1.397  0.908  2.782  0.347
H  0.299  1.155  3.382  0.382

---

Tell me which of them is the most stable. Sure, it is <x>.

---

<w>
The following is a DFT calculation (ωB97M-V with the def2-TZVPD basis set) of 2 unconnected molecules or ions with the total composition C3H10NO3.

Results
* HOMO: -2.44 eV
* frontier orbital gap: 6.2 eV
* net charge: -1

Each line ends with the Mulliken charge.
Geometry (Å):
C  1.340  -0.292  0.517  -0.451
O  2.346  0.533  0.171  -0.888
C  -0.022  0.162  -0.233  0.035
C  0.193  0.098  -1.712  -0.404
O  -0.972  0.559  -2.498  -0.560
N  -1.291  -0.446  0.206  -0.509
H  1.051  -0.153  1.570  0.109
H  1.535  -1.351  0.228  0.264
H  0.061  1.213  0.056  0.137
H  1.021  0.723  -2.037  0.262
H  0.362  -0.888  -2.113  0.267
H  -1.411  1.200  -1.929  0.294
H  -1.976  -0.345  -0.539  0.256
H  -1.210  -1.439  0.351  0.217
H  -1.381  0.004  2.274  0.351
H  -0.523  0.137  3.536  0.299
O  -1.000  -0.520  3.003  -0.679

---

<x>
The following is a DFT calculation (ωB97M-V with the def2-TZVPD basis set) of 2 unconnected molecules or ions with the total composition C3H10NO3.

Results
* HOMO: -3.21 eV
* frontier orbital gap: 7.0 eV
* net charge: -1

Each line ends with the Mulliken charge.
Geometry (Å):
C  -0.134  0.082  -1.625  -0.328
O  0.028  -1.206  -1.754  -0.860
C  -0.005  0.600  0.012  0.047
C  1.241  1.466  0.389  -0.487
O  1.472  1.290  1.804  -0.530
N  -1.193  0.875  0.782  -0.402
H  -1.092  0.473  -1.966  0.245
H  0.750  0.800  -1.843  0.109
H  0.275  -0.427  0.338  0.019
H  2.147  1.263  -0.244  0.280
H  0.914  2.514  0.264  0.260
H  1.265  0.376  2.018  0.318
H  -1.041  1.291  1.683  0.170
H  -2.028  1.038  0.254  0.176
H  -1.233  -2.146  0.754  0.281
H  -0.745  -2.325  -0.657  0.441
O  -1.147  -2.849  0.091  -0.738

---

Tell me which of them is the most stable. Sure, it is <w>.

---

<w>
The following is a DFT calculation (ωB97M-V with the def2-TZVPD basis set) of a molecular structure, C2H2OS3.

Results
* HOMO (alpha / beta): -8.68 / -8.58 eV
* frontier orbital gap (alpha / beta): 7.0 / 6.6 eV

Each line ends with the Mulliken charge.
Geometry (Å):
C  0.749  0.500  -0.485  -0.114
C  -0.317  -0.264  -0.842  -0.272
O  -2.289  -0.846  -2.321  -0.474
S  1.626  1.577  -1.478  0.073
S  1.139  1.153  -3.334  -0.280
S  -0.849  -0.640  -2.438  0.456
H  1.013  0.622  0.555  0.316
H  -0.965  -0.654  -0.070  0.295

---

<x>
The following is a DFT calculation (ωB97M-V with the def2-TZVPD basis set) of a single C2H2OS3 molecule.

Results
* HOMO: -9.32 eV
* frontier orbital gap: 7.1 eV
* SMILES: OC(=S)C(=S)S

Each line ends with the Mulliken charge.
Geometry (Å):
C  0.100  -0.431  -0.083  0.169
C  -0.381  0.912  -0.334  0.413
H  1.793  -1.810  0.290  0.147
H  -1.582  0.513  1.003  0.286
O  -1.558  1.211  0.266  -0.373
S  1.869  -0.728  -0.533  -0.092
S  -0.800  -1.485  0.784  -0.301
S  0.559  1.818  -1.393  -0.250

---

Tell me which of them is the most stable. Sure, it is <x>.

---

<w>
The following is a DFT calculation (ωB97M-V with the def2-TZVPD basis set) of a single C2H2OS3 molecule.

Results
* HOMO: -8.75 eV
* frontier orbital gap: 7.8 eV
* SMILES: O[C@H]1SSC1=S

Each line ends with the Mulliken charge.
Geometry (Å):
C  0.036  0.272  0.686  0.188
C  -0.545  -0.296  -0.622  -0.063
O  1.091  -0.556  1.102  -0.403
S  -0.774  -1.875  -1.135  -0.213
S  0.248  2.021  -0.137  -0.117
S  -0.561  0.970  -1.709  -0.015
H  -0.713  0.605  1.478  0.346
H  1.218  -1.140  0.336  0.278

---

<x>
The following is a DFT calculation (ωB97M-V with the def2-TZVPD basis set) of a single C2H2OS3 molecule.

Results
* HOMO: -9.16 eV
* frontier orbital gap: 7.3 eV
* SMILES: OC(=S)C(=S)S

Each line ends with the Mulliken charge.
Geometry (Å):
C  -0.039  -0.034  -0.710  0.385
C  0.143  0.203  0.832  0.447
H  -1.701  0.736  -0.264  0.321
H  1.762  -0.610  -0.001  0.154
O  -1.155  0.516  -1.173  -0.387
S  0.755  -0.790  -1.823  -0.393
S  1.529  -0.497  1.494  -0.174
S  -1.293  0.477  1.645  -0.354

---

Tell me which of them is the most stable. Sure, it is <w>.

---

<w>
The following is a DFT calculation (ωB97M-V with the def2-TZVPD basis set) of a single C3H3ClFN molecule.

Results
* HOMO: -11.49 eV
* frontier orbital gap: 12.1 eV
* SMILES: N#CC[C@H](F)Cl

Each line ends with the Mulliken charge.
Geometry (Å):
C  0.919  0.374  -0.223  0.192
C  -0.424  0.139  0.578  -0.511
C  -1.386  -0.497  -0.341  0.264
H  1.541  1.107  0.421  0.256
H  -0.268  -0.484  1.469  0.304
H  -0.920  1.052  0.950  0.271
N  -1.951  -1.309  -0.957  -0.400
F  0.580  0.700  -1.486  -0.217
Cl  1.909  -1.082  -0.411  -0.159

---

<x>
The following is a DFT calculation (ωB97M-V with the def2-TZVPD basis set) of 2 unconnected molecules or ions with the total composition C3H3ClFN.

Results
* HOMO: -9.23 eV
* frontier orbital gap: 9.8 eV

Each line ends with the Mulliken charge.
Geometry (Å):
C  2.228  0.044  -0.485  0.077
C  -0.746  -0.354  0.926  -0.081
C  -1.610  0.633  0.978  -0.318
N  1.574  0.707  -1.114  -0.314
F  -0.415  -1.163  -0.126  -0.249
Cl  -2.439  0.751  -0.666  0.044
H  3.094  -0.371  0.113  0.251
H  -1.672  0.089  -1.418  0.295
H  -0.013  -0.337  1.792  0.295

---

Tell me which of them is the most stable. Sure, it is <w>.